1.
Formula: C6H35NO11
Source: the OMol25 dataset
Level of theory: wB97M-V/def2-TZVPD

Positions of all 53 atoms, in Å:
1 C 1.084 3.233 0.288
2 C 0.845 1.804 -0.104
3 N -0.591 1.433 0.073
4 C -1.468 2.039 -0.943
5 C -1.914 0.878 -1.819
6 C -1.970 -0.360 -0.945
7 C -0.844 -0.037 0.086
8 H 0.357 3.877 -0.210
9 H 2.065 3.672 0.123
10 H 0.875 3.348 1.347
11 H 0.947 1.623 -1.183
12 H 1.345 1.077 0.518
13 H -1.060 2.805 -1.607
14 H -2.252 2.588 -0.415
15 H -2.811 1.236 -2.351
16 H -1.311 0.809 -2.732
17 H -1.655 -1.189 -1.575
18 H -2.894 -0.548 -0.405
19 H -1.132 -0.305 1.098
20 H 0.091 -0.514 -0.228
21 O 0.173 -3.626 -0.824
22 H 0.968 -3.842 -0.289
23 H -0.517 -4.290 -0.717
24 O -2.444 1.276 2.607
25 H -1.893 1.446 1.829
26 H -2.652 0.331 2.619
27 O -4.835 1.513 1.212
28 H -4.540 1.939 2.026
29 H -4.010 1.237 0.805
30 O -0.140 1.116 3.676
31 H -0.730 1.830 3.935
32 H 0.716 1.530 3.525
33 O 2.283 -3.587 0.876
34 H 2.963 -3.020 0.456
35 H 2.116 -3.234 1.760
36 O 1.547 -2.395 3.107
37 H 2.172 -1.784 3.517
38 H 1.113 -1.818 2.464
39 O 2.139 2.421 -3.973
40 H 2.648 2.339 -3.156
41 H 2.354 1.569 -4.372
42 O 2.071 -0.481 -2.621
43 H 2.231 -1.225 -3.214
44 H 1.125 -0.552 -2.445
45 O 0.039 -2.472 -3.966
46 H -0.663 -2.739 -4.565
47 H -0.055 -3.000 -3.162
48 O 3.825 -1.571 0.077
49 H 4.719 -1.281 0.271
50 H 3.611 -1.368 -0.842
51 O -1.549 -1.315 3.103
52 H -1.730 -1.644 3.992
53 H -0.760 -0.768 3.275

Results
**Relative energy (zero: lowest compared OMol25 entry of this formula, charge and spin)**: 52.56 kcal per mole
**Gap between HOMO and LUMO**: 8.4627 eV
**HOMO level**: -8.4786 eV
**Spin multiplicity**: 1
**Molecular weight**: 297.3 g/mol
**Structure (SMILES)**: CCN1CCCC1.O.O.O.O.O.O.O.O.O.O.O

2.
Formula: C6H35NO11
Source: the OMol25 dataset
Level of theory: wB97M-V/def2-TZVPD

Positions of all 53 atoms, in Å:
1 C -1.265 -0.341 -2.716
2 C -1.004 1.098 -2.129
3 N 0.325 1.165 -1.465
4 C 1.274 1.936 -2.280
5 C 1.579 1.459 -3.741
6 C 0.866 0.001 -0.795
7 C 0.106 0.059 0.591
8 O 1.018 0.185 1.600
9 H -1.915 -0.061 -3.632
10 H -0.430 -0.650 -3.371
11 H -1.596 -1.140 -2.113
12 H -1.205 1.801 -2.940
13 H -1.786 1.249 -1.209
14 H 2.147 2.144 -1.841
15 H 0.850 3.041 -2.399
16 H 1.982 2.304 -4.266
17 H 0.783 1.057 -4.245
18 H 2.353 0.675 -3.701
19 H 0.657 -1.048 -1.437
20 H 1.864 0.182 -0.719
21 H -0.724 -0.704 0.759
22 H -0.490 1.037 0.513
23 H 1.472 -0.633 1.899
24 O 2.587 2.022 2.777
25 H 3.327 1.661 2.245
26 H 1.923 1.432 2.505
27 O -1.915 2.884 1.166
28 H -1.623 3.483 1.859
29 H -1.070 2.798 0.524
30 O 2.164 -2.791 1.162
31 H 2.477 -3.244 0.506
32 H 1.162 -2.840 1.005
33 O -2.571 -2.192 2.323
34 H -2.386 -2.015 3.242
35 H -3.153 -1.482 1.958
36 O -2.962 -0.145 0.631
37 H -2.638 0.717 0.551
38 H -3.674 -0.141 0.084
39 O -0.843 -2.697 0.151
40 H -1.369 -3.444 0.495
41 H -1.412 -1.952 0.506
42 O 3.594 -2.931 -1.740
43 H 2.662 -2.977 -2.068
44 H 3.730 -2.012 -1.491
45 O 1.011 -3.405 -2.323
46 H 1.211 -4.251 -1.928
47 H 0.133 -3.108 -1.963
48 O -3.830 0.610 3.107
49 H -3.757 0.508 2.071
50 H -3.488 1.522 3.400
51 O 0.531 4.095 2.042
52 H 1.331 3.751 1.731
53 H 0.756 3.831 2.978

Results
**Relative energy (zero: lowest compared OMol25 entry of this formula, charge and spin)**: 133.93 kcal per mole
**Gap between HOMO and LUMO**: 8.4845 eV
**HOMO level**: -8.3892 eV
**Spin multiplicity**: 1
**Molecular weight**: 297.3 g/mol
**Structure (SMILES)**: CCN(CC)CCO.O.O.O.O.O.O.O.O.O.O

3.
Formula: C6H35NO13
Source: the OMol25 dataset
Level of theory: wB97M-V/def2-TZVPD

Positions of all 55 atoms, in Å:
1 C -3.631 1.437 1.005
2 C -2.983 0.890 2.271
3 C -1.788 1.771 2.622
4 C -1.604 3.117 2.364
5 C -2.668 1.202 -0.119
6 N -2.322 -0.146 -0.507
7 C -3.153 -1.310 -0.045
8 O -2.147 2.005 -0.907
9 H -4.735 1.061 0.946
10 H -3.662 2.476 1.136
11 H -3.686 0.888 3.098
12 H -2.556 -0.175 2.078
13 H -0.868 1.408 2.983
14 H -2.367 3.861 2.026
15 H -0.708 3.630 2.499
16 H -1.873 -0.359 -1.391
17 H -3.294 -1.990 -0.943
18 H -4.172 -1.079 0.262
19 H -2.679 -1.871 0.788
20 H -1.670 -2.357 -2.561
21 H -0.371 -2.084 -3.448
22 O -1.194 -1.876 -3.317
23 H 0.774 0.877 1.195
24 H 1.361 2.137 0.720
25 O 1.026 1.768 1.487
26 H 1.917 0.801 3.218
27 H 1.295 0.008 4.289
28 O 1.867 -0.086 3.523
29 H 3.304 -1.785 -0.718
30 H 1.933 -2.567 -1.222
31 O 2.342 -1.973 -0.478
32 H -0.842 1.738 -2.963
33 H 0.163 2.227 -4.019
34 O 0.089 1.858 -3.112
35 H 4.389 2.447 1.589
36 H 4.661 1.026 1.483
37 O 4.389 1.810 0.935
38 H -0.063 -0.899 -0.153
39 H 1.061 -1.314 0.843
40 O 0.102 -1.154 0.734
41 H 4.156 0.377 -0.377
42 H 4.405 -0.192 -1.884
43 O 4.277 -0.462 -0.953
44 H -2.123 -4.801 -1.265
45 H -1.322 -3.754 -0.481
46 O -1.975 -3.880 -1.129
47 H 1.641 -0.712 -3.098
48 H 0.897 0.509 -3.477
49 O 1.548 -0.156 -3.741
50 H 1.824 -3.303 0.952
51 H 2.752 -4.021 0.170
52 O 1.985 -4.177 0.809
53 H 1.558 1.888 -1.471
54 H 2.686 2.897 -1.310
55 O 2.056 2.368 -0.937

Results
**Relative energy (zero: lowest compared OMol25 entry of this formula, charge and spin)**: 112.19 kcal per mole
**Gap between HOMO and LUMO**: 8.9550 eV
**HOMO level**: -8.8671 eV
**Spin multiplicity**: 1
**Molecular weight**: 329.3 g/mol

4.
Formula: C6H37NO13
Source: the OMol25 dataset
Level of theory: wB97M-V/def2-TZVPD

Positions of all 57 atoms, in Å:
1 C 1.863 1.329 -0.289
2 O 3.171 0.868 0.154
3 C 1.180 0.088 -0.850
4 C -0.235 -0.093 -0.592
5 C -0.325 -1.500 0.158
6 C -0.030 -1.332 1.520
7 C -0.848 -2.643 -0.493
8 N 1.471 -0.163 -2.245
9 H 1.440 1.662 0.812
10 H 1.975 2.124 -1.099
11 H 4.041 0.859 -0.369
12 H 1.740 -0.655 -0.230
13 H -0.730 0.624 0.194
14 H -0.990 -0.097 -1.386
15 H 0.021 -2.197 2.199
16 H 0.178 -0.484 2.063
17 H -1.257 -3.382 0.248
18 H -0.197 -3.227 -1.088
19 H -1.675 -2.613 -1.278
20 H 2.008 0.568 -2.668
21 H 0.599 -0.135 -2.803
22 H 3.038 -0.342 1.274
23 H 2.926 -1.698 1.000
24 O 3.151 -1.160 1.730
25 H 2.325 -2.124 -2.086
26 H 3.521 -2.602 -1.516
27 O 2.536 -2.774 -1.427
28 H 0.971 2.761 -3.001
29 H -0.234 2.007 -2.431
30 O 0.443 1.957 -2.999
31 H -3.319 -0.583 -0.404
32 H -4.140 -1.073 0.668
33 O -3.992 -1.240 -0.309
34 H 2.156 0.433 3.299
35 H 2.550 1.630 2.425
36 O 1.824 1.314 2.994
37 H -0.566 2.652 -0.171
38 H -1.058 3.971 -0.993
39 O -0.597 3.211 -0.906
40 H -0.635 0.712 -4.019
41 H -1.811 -0.373 -4.073
42 O -1.214 0.122 -3.560
43 H -2.154 0.536 4.040
44 H -0.984 1.217 3.200
45 O -1.343 1.039 4.066
46 H -2.780 1.511 2.138
47 H -3.696 0.259 2.369
48 O -3.640 1.203 2.443
49 H 0.267 1.841 2.032
50 H -0.861 2.600 2.663
51 O -0.399 2.279 1.864
52 H 1.526 -4.335 1.433
53 H 1.436 -4.241 -0.074
54 O 0.929 -4.475 0.781
55 H -3.939 1.576 -1.227
56 H -2.606 1.348 -1.993
57 O -3.032 1.243 -1.185

Results
**Relative energy (zero: lowest compared OMol25 entry of this formula, charge and spin)**: 194.42 kcal per mole
**Gap between HOMO and LUMO**: 8.3635 eV
**HOMO level**: -8.3362 eV
**Spin multiplicity**: 1
**Molecular weight**: 331.4 g/mol

5.
Formula: C6H38BeO14
Source: the OMol25 dataset
Level of theory: wB97M-V/def2-TZVPD

Positions of all 59 atoms, in Å:
1 Be -9.140 8.089 18.384
2 C -6.768 9.009 21.257
3 C -8.262 9.128 20.814
4 C -8.595 10.486 20.195
5 O -8.440 8.130 19.773
6 H -6.443 9.653 22.087
7 H -5.969 9.091 20.482
8 H -6.583 8.066 21.518
9 H -8.996 8.897 21.538
10 H -9.627 10.735 20.482
11 H -8.631 10.467 19.110
12 H -7.799 11.290 20.426
13 C -12.818 8.841 17.653
14 C -11.735 8.786 18.855
15 C -11.879 7.505 19.671
16 O -10.461 8.898 18.285
17 H -13.683 9.451 17.974
18 H -13.002 7.790 17.281
19 H -12.504 9.269 16.738
20 H -11.775 9.677 19.533
21 H -12.818 7.456 20.111
22 H -11.101 7.561 20.464
23 H -11.761 6.547 19.226
24 O -3.295 10.000 21.440
25 H -2.779 10.738 21.693
26 H -4.018 10.329 20.881
27 O -2.804 7.117 20.772
28 H -3.229 7.978 20.884
29 H -3.112 6.764 19.914
30 O -9.332 6.539 17.883
31 H -10.180 6.196 17.538
32 H -8.666 5.973 17.575
33 O -5.514 11.243 18.573
34 H -6.371 11.638 18.280
35 H -5.638 10.352 18.364
36 O -10.967 11.591 17.550
37 H -10.992 10.704 17.953
38 H -10.379 11.398 16.817
39 O -7.912 12.509 17.579
40 H -8.805 12.546 17.815
41 H -7.621 13.415 17.544
42 O -7.971 5.917 21.378
43 H -7.114 6.086 21.814
44 H -8.188 6.753 21.030
45 O -7.905 8.681 17.361
46 H -7.002 8.543 17.525
47 H -8.076 9.149 16.536
48 O -5.066 5.761 22.265
49 H -4.533 6.339 22.783
50 H -5.235 4.961 22.826
51 O -6.448 5.875 18.853
52 H -5.817 5.190 19.057
53 H -6.923 5.968 19.687
54 O -8.862 10.552 15.885
55 H -8.349 10.450 15.082
56 H -8.401 11.303 16.316
57 O -4.924 8.733 17.755
58 H -4.868 7.790 17.677
59 H -4.001 8.969 17.795

Results
**Gap between HOMO and LUMO**: 7.9306 eV
**HOMO level**: -8.0416 eV
**Spin multiplicity**: 1
**Molecular weight**: 343.4 g/mol